The following is a quantum chemistry calculation of C27H51NO2Si2Zn as an isolated structure at a distorted geometry, from the Open Molecules 2025 dataset.

Last column: Mulliken charge in e.
Element x y z (Å)
O -1.878 -2.008 -2.960  -0.337
O 0.924 1.726 -6.618  -0.365
C -0.737 -2.864 -3.127  -0.039
C -1.116 -4.327 -3.297  -1.392
H -0.111 -2.722 -2.223  0.099
H -0.161 -2.518 -4.000  0.362
H -1.400 -4.805 -2.355  0.301
H -0.239 -4.881 -3.654  0.418
H -1.925 -4.450 -4.026  0.288
C -1.967 -0.862 -3.823  0.168
C -1.699 -1.077 -5.300  -1.451
H -1.209 -0.161 -3.438  0.286
H -2.954 -0.389 -3.670  0.006
H -0.690 -0.734 -5.537  0.365
H -2.352 -0.433 -5.888  0.411
H -1.817 -2.098 -5.663  0.321
C 0.523 2.705 -5.674  0.067
C 2.294 1.375 -6.477  0.161
C -0.933 3.059 -5.898  -1.185
H 1.180 3.592 -5.751  0.419
H 0.604 2.299 -4.650  0.023
H -1.128 3.331 -6.938  0.329
H -1.196 3.888 -5.241  0.400
H -1.590 2.221 -5.646  0.135
C 2.731 0.594 -7.700  -1.367
H 2.420 0.723 -5.593  -0.002
H 2.925 2.275 -6.338  0.378
H 2.098 -0.284 -7.859  0.296
H 3.758 0.257 -7.553  0.402
H 2.674 1.222 -8.593  0.318
H 2.293 0.251 -1.378  -0.163
Zn -1.333 -1.425 -0.208  -0.041
C 2.970 0.163 -2.205  -0.148
Si 4.372 0.917 -1.254  0.444
H 3.105 -0.904 -2.419  0.356
H 2.567 0.711 -3.056  -0.153
C 5.937 0.203 -1.942  -1.029
C 4.090 0.450 0.568  -1.054
C 4.125 2.738 -1.506  -1.018
C -3.219 -1.879 -0.412  -0.923
Si -4.051 -0.208 -0.414  0.281
H -3.442 -2.534 0.464  0.639
H -3.441 -2.426 -1.347  0.399
C -5.699 -0.499 -1.315  -1.255
C -3.121 1.147 -1.328  -0.640
C -4.232 0.397 1.354  -0.970
H 3.634 2.967 -2.459  0.274
H 5.092 3.243 -1.496  0.324
H 3.516 3.145 -0.692  0.294
H 5.931 -0.891 -1.930  0.316
H 6.799 0.548 -1.365  0.316
H 6.090 0.520 -2.979  0.292
H 3.517 -0.480 0.711  0.281
H 3.555 1.243 1.115  0.266
H 5.076 0.308 1.032  0.392
H -3.763 1.525 -2.139  0.485
H -2.166 0.827 -1.765  -0.242
H -2.915 1.976 -0.636  0.381
H -4.975 1.209 1.394  0.326
H -3.273 0.774 1.747  0.186
H -4.582 -0.429 1.992  0.316
H -6.503 0.126 -0.899  0.333
H -5.978 -1.558 -1.197  0.341
H -5.606 -0.283 -2.394  0.312
C -0.070 3.496 1.073  -0.824
C 0.229 3.259 2.419  -0.529
C 0.237 1.944 2.873  -0.741
C -0.016 0.888 1.959  0.756
N -0.380 1.136 0.681  0.432
C -0.380 2.403 0.248  -0.601
C 0.220 -0.527 2.317  1.441
C 0.815 -0.834 3.583  -0.785
C 1.301 -2.114 3.847  -0.746
C 1.195 -3.094 2.860  -0.746
C 0.529 -2.800 1.637  -0.208
C -0.032 -1.552 1.375  -0.293
H -0.073 4.496 0.646  0.400
H 0.454 4.072 3.110  0.426
H 0.456 1.704 3.915  0.399
H -0.646 2.552 -0.801  0.503
H 0.906 -0.063 4.351  0.234
H 1.757 -2.328 4.817  0.383
H 1.610 -4.087 3.036  0.394
H 0.453 -3.597 0.898  0.375

The charge is 0. As for the energy relative to the best compared isomer or geometry (same formula, charge and spin): 0.0 kJ/mol. The calculation puts the total energy at -98584.110 eV. Its LUMO energy is 0.4 eV. The value obtained for the frontier orbital gap is 8.3 eV.

The following is a quantum chemistry calculation of a 2-piece molecular cluster, C3H13N3O overall, from the Open Molecules 2025 dataset.

Last column: Mulliken charge in e.
Element x y z (Å)
C -1.153 0.755 -0.980  -1.548
C -1.110 -0.105 0.306  0.933
N -0.261 -1.264 0.045  -0.719
N -0.543 0.594 1.438  -0.706
N -2.444 -0.557 0.688  -0.605
H -1.752 1.650 -0.811  0.394
H -0.148 1.054 -1.247  0.253
H -1.583 0.186 -1.801  0.402
H -0.283 -1.839 0.884  0.286
H -0.660 -1.816 -0.707  0.210
H -0.862 1.556 1.464  0.242
H 0.470 0.586 1.407  0.315
H -2.734 -0.112 1.551  0.246
H -3.137 -0.392 -0.027  0.247
C 2.959 0.107 -0.561  -0.528
O 2.307 -0.307 0.608  -0.541
H 3.205 -0.739 -1.212  0.244
H 3.885 0.598 -0.258  0.245
H 2.356 0.824 -1.134  0.196
H 1.488 -0.780 0.348  0.432

The SMILES is CC(N)(N)N.CO. The charge is 0. As for the energy relative to the best compared isomer or geometry (same formula, charge and spin): 53.2 kJ/mol. The calculation puts the total energy at -9839.751 eV. Its LUMO energy is 0.9 eV. The value obtained for the frontier orbital gap is 10.1 eV.

The following is a quantum chemistry calculation of a 3-piece molecular cluster, C15H32F5NO13P2S overall at a distorted geometry, from the Open Molecules 2025 dataset.

Last column: Mulliken charge in e.
Element x y z (Å)
O 0.803 -0.227 3.767  -0.294
C 0.507 -0.698 2.749  0.099
N -0.570 -1.685 2.751  -0.238
S -1.675 -1.533 1.481  1.158
O -1.066 -1.391 0.175  -0.564
O -2.409 -2.761 1.463  -0.660
C -2.883 -0.135 1.704  0.535
F -2.550 0.947 1.015  -0.215
F -4.022 -0.564 1.162  -0.237
C -3.223 0.247 3.181  0.671
F -2.163 0.444 3.941  -0.163
F -4.075 -0.596 3.722  -0.232
F -3.875 1.422 3.124  -0.266
O 1.211 -0.345 1.615  -0.219
O 0.761 0.897 1.171  -0.268
H -0.137 -2.613 2.667  0.409
H 0.565 1.468 1.939  0.369
C -3.241 -0.106 -1.986  -0.714
C -3.303 -1.508 -2.566  -0.324
O -4.576 -1.781 -3.151  -0.351
P -4.930 -1.107 -4.602  1.109
O -4.072 -1.921 -5.527  -0.785
O -6.381 -1.837 -4.887  -0.353
C -6.622 -2.536 -6.106  -0.321
C -6.424 -4.026 -5.914  -1.195
O -5.777 0.137 -3.854  -0.273
C -5.937 1.353 -4.609  -0.333
C -6.822 1.160 -5.827  -1.043
H -3.288 0.651 -2.774  0.339
H -2.316 0.036 -1.428  0.300
H -4.087 0.075 -1.322  0.146
H -2.511 -1.657 -3.306  0.254
H -3.157 -2.239 -1.771  0.246
H -5.995 -2.151 -6.911  0.376
H -7.659 -2.340 -6.390  0.363
H -5.442 -4.250 -5.496  0.297
H -6.530 -4.557 -6.862  0.371
H -7.163 -4.418 -5.212  0.287
H -4.952 1.728 -4.902  0.304
H -6.385 2.086 -3.938  0.358
H -6.340 0.512 -6.565  0.283
H -7.029 2.119 -6.306  0.422
H -7.764 0.689 -5.549  0.243
C 8.868 3.125 4.330  -0.934
C 8.072 2.132 5.159  -0.342
O 6.759 1.941 4.639  -0.342
P 6.579 1.032 3.284  1.113
O 6.819 -0.350 3.820  -0.770
O 4.933 0.998 3.206  -0.426
C 4.229 -0.240 3.107  0.064
C 3.721 -0.673 4.467  -1.231
O 6.530 2.412 2.328  -0.289
C 6.867 2.244 0.936  -0.308
C 5.843 1.403 0.196  -1.059
H 9.084 2.720 3.337  0.212
H 9.817 3.360 4.815  0.406
H 8.304 4.047 4.187  0.243
H 8.594 1.172 5.223  0.282
H 7.956 2.513 6.174  0.328
H 4.851 -1.010 2.648  0.391
H 3.386 -0.075 2.438  0.188
H 4.528 -0.712 5.200  0.385
H 3.251 -1.658 4.413  0.331
H 2.988 0.039 4.843  0.248
H 7.863 1.799 0.857  0.307
H 6.914 3.241 0.498  0.354
H 5.858 0.366 0.546  0.273
H 6.053 1.398 -0.875  0.440
H 4.836 1.785 0.360  0.243

The SMILES is O=C(NS(=O)(=O)C(F)(F)C(F)(F)F)OO.CCOP(=O)(OCC)OCC.CCOP(=O)(OCC)OCC. The charge is 0. As for the energy relative to the best compared isomer or geometry (same formula, charge and spin): 198.4 kJ/mol. The calculation puts the total energy at -87177.049 eV. Its LUMO energy is -0.6 eV. The value obtained for the frontier orbital gap is 9.4 eV.

The following is a quantum chemistry calculation of C6H6 in the gas phase, from the Open Molecules 2025 dataset.

Last column: Mulliken charge in e.
Element x y z (Å)
C -2.431 0.831 0.303  -1.266
C -1.133 0.169 0.163  0.743
C -0.066 -0.376 0.040  -0.171
C 1.241 -1.028 -0.099  -0.667
C 3.158 -0.034 -1.363  -0.207
C 2.356 -0.019 -0.335  -0.210
H -2.620 1.111 1.345  0.291
H -2.470 1.741 -0.304  0.291
H -3.240 0.170 -0.024  0.293
H 1.216 -1.746 -0.926  0.304
H 1.471 -1.601 0.808  0.280
H 2.517 0.782 0.391  0.318

The charge is 0. As for the energy relative to the best compared isomer or geometry (same formula, charge and spin): 535.7 kJ/mol. The calculation puts the total energy at -6313.648 eV. Its LUMO energy is -0.4 eV. The value obtained for the frontier orbital gap is 9.4 eV.

The following is a quantum chemistry calculation of C4H10O2 in the gas phase at a distorted geometry, from the Open Molecules 2025 dataset.

Last column: Mulliken charge in e.
Element x y z (Å)
C -1.168 -1.010 1.687  -0.382
O -1.751 -1.438 0.487  -0.365
C -1.216 -0.626 -0.489  -0.388
C 0.544 -0.344 -0.340  -0.572
O 0.546 1.018 -0.656  -0.304
C 1.777 1.556 -1.041  -0.743
H -1.321 -1.780 2.443  0.284
H -0.126 -0.828 1.369  0.138
H -1.562 -0.036 2.011  0.264
H -1.588 -1.045 -1.451  0.303
H -1.559 0.414 -0.403  0.317
H 1.303 -0.450 0.510  0.266
H 0.994 -0.999 -1.090  0.342
H 2.518 1.585 -0.224  0.284
H 2.209 0.991 -1.878  0.313
H 1.567 2.579 -1.364  0.243

The SMILES is COCCOC. The charge is 0. As for the energy relative to the best compared isomer or geometry (same formula, charge and spin): 335.4 kJ/mol. The calculation puts the total energy at -8402.071 eV. Its LUMO energy is 1.0 eV. The value obtained for the frontier orbital gap is 10.7 eV.

- Number 2 is which compound?
  C3H13N3O

- Number 1 is which compound?
  C27H51NO2Si2Zn

- Among the records above, which one has the lowest energy relative to the best compared isomer or geometry (same formula, charge and spin)?
  C27H51NO2Si2Zn

- Which value of frontier orbital gap does entry 1 give?
  8.3 eV